(1)
# C12H11O

A gas-phase ion, C12H11O (charge +1) in a non-equilibrium geometry (ωB97M-V/def2-TZVPD, OMol25).

XYZ file:
```
24
Properties=species:S:1:pos:R:3
C -3.300 -0.770 0.976
C -2.400 -1.703 1.537
C -2.601 0.137 0.099
C -1.169 -1.974 1.057
C -1.285 -0.071 -0.414
C -0.541 -1.252 0.002
C -0.780 0.929 -1.278
C 0.560 1.355 -1.425
C 0.626 -1.630 -0.524
C 1.628 1.438 -0.702
C 1.529 -2.160 -1.266
C 3.032 2.436 0.808
O 2.729 1.482 -0.230
H -4.205 -0.621 1.483
H -2.670 -2.371 2.276
H -3.108 1.071 -0.332
H -0.516 -2.584 1.617
H -1.483 1.621 -1.731
H 0.740 2.007 -2.200
H 2.568 -2.427 -1.055
H 1.066 -2.776 -2.069
H 4.090 2.407 1.070
H 2.786 3.498 0.618
H 2.703 1.956 1.683
```

Values from the calculation:
energy relative to the best compared isomer or geometry (same formula, charge and spin)	4.589	eV
gap between HOMO and LUMO (alpha / beta)	6.065 / 6.603	eV
LUMO (alpha / beta)	-4.6938 / -4.4766	eV
total energy	-14655.768	eV
molar mass	171.219	Da
HOMO energy (alpha / beta)	-10.8 / -11.1	eV
net charge	+1

=====

(2)
# C26H30BN2O3

2 unconnected molecules or ions with the total composition C26H30BN2O3 in a non-equilibrium geometry (ωB97M-V/def2-TZVPD, OMol25).

XYZ file:
```
62
Properties=species:S:1:pos:R:3
C -5.885 0.651 -1.157
C -4.579 0.063 -0.961
C -4.202 -1.158 -0.452
C -2.816 -1.291 -0.738
C -2.375 -0.103 -1.290
B -1.200 0.321 -2.401
O -1.738 0.871 -3.629
C -1.348 2.233 -3.838
C -0.698 2.779 -2.581
N -0.306 1.578 -1.771
C -0.524 1.796 -0.334
C 1.082 1.070 -2.072
C 0.971 -0.288 -2.765
O -0.331 -0.816 -2.546
O -3.482 0.735 -1.408
H -6.599 -0.173 -1.218
H -6.156 1.252 -0.286
H -5.956 1.258 -2.056
H -4.842 -1.866 0.068
H -2.198 -2.151 -0.521
H -0.625 2.275 -4.670
H -2.240 2.820 -4.100
H 0.188 3.381 -2.795
H -1.417 3.374 -2.011
H 0.391 2.130 0.168
H -1.318 2.526 -0.185
H -0.831 0.847 0.101
H 1.624 1.782 -2.706
H 1.636 0.945 -1.135
H 1.154 -0.169 -3.849
H 1.691 -0.999 -2.332
C 0.594 2.781 3.862
N 0.805 1.523 3.166
C -0.136 0.788 2.516
C 0.481 -0.341 1.908
C -0.119 -1.167 0.936
C 0.647 -2.171 0.233
C 1.990 -1.978 -0.174
C 2.782 -3.065 -0.543
C 2.219 -4.342 -0.655
C 0.854 -4.528 -0.392
C 0.072 -3.452 0.015
C 1.854 -0.364 2.441
C 2.890 -1.288 2.513
C 4.145 -0.856 2.976
C 4.354 0.450 3.463
C 3.255 1.317 3.602
C 2.039 0.873 3.098
H 1.546 3.328 3.901
H -0.155 3.368 3.315
H 0.257 2.626 4.902
H -1.177 1.092 2.466
H -1.194 -1.323 1.012
H 2.425 -0.977 -0.161
H 3.858 -2.919 -0.723
H 2.837 -5.185 -0.962
H 0.409 -5.516 -0.477
H -0.989 -3.584 0.244
H 2.722 -2.331 2.239
H 4.995 -1.540 2.939
H 5.344 0.792 3.773
H 3.323 2.314 4.037
```

Values from the calculation:
energy relative to the best compared isomer or geometry (same formula, charge and spin)	0.437	eV
gap between HOMO and LUMO	4.944	eV
LUMO	-5.0428	eV
total energy	-37241.747	eV
molar mass	429.349	Da
HOMO energy	-10.0	eV
net charge	+1

=====

(3)
# C6H8MgO3Tl

A molecular structure, C6H8MgO3Tl in a non-equilibrium geometry (ωB97M-V/def2-TZVPD, OMol25).

XYZ file:
```
19
Properties=species:S:1:pos:R:3
C -2.650 1.121 1.507
C -3.060 0.360 0.481
C -2.137 0.191 -0.717
C -1.611 -1.201 -0.499
O -0.388 -1.385 -0.456
Tl 1.584 -2.649 -0.129
H -2.802 0.796 2.538
H -1.981 1.973 1.378
H -4.095 0.019 0.383
H -2.302 -2.060 -0.496
H -2.765 0.114 -1.637
O 2.195 -0.600 -0.255
O -1.138 1.118 -0.749
C 3.497 -0.371 -0.065
C 4.130 0.796 -0.245
H 4.064 -1.249 0.274
H 5.202 0.859 -0.060
H 3.601 1.697 -0.566
Mg 0.655 0.472 -0.688
```

Values from the calculation:
energy relative to the best compared isomer or geometry (same formula, charge and spin)	0.637	eV
gap between HOMO and LUMO	8.137	eV
LUMO	-4.1919	eV
total energy	-22625.323	eV
molar mass	356.815	Da
HOMO energy	-12.3	eV
net charge	+1

=====

(4)
# C3H7F2O2P

C3H7F2O2P in the gas phase in a non-equilibrium geometry (ωB97M-V/def2-TZVPD, OMol25).

XYZ file:
```
15
Properties=species:S:1:pos:R:3
C -0.710 -1.606 -0.534
C 0.309 -1.379 0.519
O -0.153 -0.181 1.258
P -0.477 1.245 0.720
O -0.606 2.381 1.864
C 0.905 1.609 -0.544
F 2.087 1.175 -0.052
F 0.654 1.025 -1.734
H -1.357 -2.402 -0.353
H -1.337 -0.744 -0.579
H -0.271 -1.743 -1.561
H 1.247 -1.292 0.177
H 0.303 -2.065 1.251
H -1.627 1.291 0.000
H 1.035 2.685 -0.432
```

Values from the calculation:
energy relative to the best compared isomer or geometry (same formula, charge and spin)	3.746	eV
gap between HOMO and LUMO	10.853	eV
LUMO	0.7805	eV
total energy	-22042.341	eV
molar mass	144.057	Da
HOMO energy	-10.1	eV

=====

(5)
# C15H19N5O6

C15H19N5O6 in the gas phase in a non-equilibrium geometry (ωB97M-V/def2-TZVPD, OMol25).

XYZ file:
```
45
Properties=species:S:1:pos:R:3
O 1.418 -3.198 -4.699
N 1.825 -3.464 -3.556
O 2.629 -4.352 -3.350
C 1.351 -2.715 -2.481
C 0.417 -1.651 -2.586
N -0.098 -1.345 -3.787
C -0.958 -0.247 -4.121
C -0.179 1.076 -4.281
O -0.995 2.119 -4.740
C 0.018 -0.938 -1.427
C 0.453 -1.196 -0.138
N 0.000 -0.523 0.940
C -1.063 0.453 0.804
C -1.637 0.836 2.160
C -0.564 1.486 3.052
C 0.779 0.752 2.862
C 0.590 -0.635 2.257
O -0.444 2.857 2.702
C -0.570 3.634 3.874
C -1.367 2.720 4.806
O -0.943 1.433 4.414
C 1.408 -2.260 -0.023
N 2.034 -2.765 1.016
O 2.803 -3.751 0.553
N 2.698 -3.908 -0.768
C 1.838 -3.004 -1.184
H 0.306 -1.894 -4.553
H -1.746 -0.126 -3.368
H -1.439 -0.479 -5.073
H 0.597 0.949 -5.038
H 0.305 1.339 -3.329
H -1.696 2.287 -4.101
H -0.672 -0.130 -1.580
H -1.862 0.025 0.190
H -0.687 1.361 0.313
H -2.452 1.546 2.017
H -2.028 -0.040 2.678
H 1.404 1.361 2.207
H 1.269 0.664 3.831
H -0.052 -1.238 2.909
H 1.551 -1.141 2.178
H -1.083 4.562 3.621
H 0.422 3.855 4.290
H -1.132 2.851 5.861
H -2.447 2.834 4.646
```

Values from the calculation:
gap between HOMO and LUMO	7.820	eV
LUMO	-0.4770	eV
total energy	-35593.187	eV
molar mass	365.346	Da
HOMO energy	-8.3	eV

=====

Please write out number 3 again, unchanged.
# C6H8MgO3Tl

A molecular structure, C6H8MgO3Tl in a non-equilibrium geometry (ωB97M-V/def2-TZVPD, OMol25).

XYZ file:
```
19
Properties=species:S:1:pos:R:3
C -2.650 1.121 1.507
C -3.060 0.360 0.481
C -2.137 0.191 -0.717
C -1.611 -1.201 -0.499
O -0.388 -1.385 -0.456
Tl 1.584 -2.649 -0.129
H -2.802 0.796 2.538
H -1.981 1.973 1.378
H -4.095 0.019 0.383
H -2.302 -2.060 -0.496
H -2.765 0.114 -1.637
O 2.195 -0.600 -0.255
O -1.138 1.118 -0.749
C 3.497 -0.371 -0.065
C 4.130 0.796 -0.245
H 4.064 -1.249 0.274
H 5.202 0.859 -0.060
H 3.601 1.697 -0.566
Mg 0.655 0.472 -0.688
```

Values from the calculation:
energy relative to the best compared isomer or geometry (same formula, charge and spin)	0.637	eV
gap between HOMO and LUMO	8.137	eV
LUMO	-4.1919	eV
total energy	-22625.323	eV
molar mass	356.815	Da
HOMO energy	-12.3	eV
net charge	+1

=====

Q: The lowest total energy belongs to which entry?
A: C26H30BN2O3

=====

Q: Which of these has the highest molar mass?
A: C26H30BN2O3

=====

Q: total energy of number 3 (C6H8MgO3Tl)?
A: -22625.323 eV